No. 1
The following is a quantum chemistry calculation of a cluster of 9 separate species, C32H82Cl4N5O3 in total, from OMol25.

Geometry as ORCA input:
```
! RIJCOSX wB97M-V def2-TZVPD def2/J DEFGRID3
* xyz 1 1
N -0.3648 1.7135 0.9445
H -0.1276 0.7961 0.5614
H -0.1051 1.6518 1.9458
H -1.3673 1.9254 0.8079
H 0.1541 2.5539 0.6159
C -3.0312 1.2637 -5.0909
C -1.7506 0.6870 -4.5016
N -0.8048 1.7954 -4.0776
C -1.4245 2.3845 -2.8196
C 0.5046 1.1096 -3.7152
C 1.5125 1.9288 -2.9513
C -0.4378 2.9430 -5.0187
C 0.0393 2.5113 -6.4262
O -0.9695 1.7529 -7.0424
C -1.7628 2.5260 -7.9486
H -3.8245 1.3052 -4.3391
H -3.3583 0.7168 -5.9707
H -2.9510 2.3149 -5.3598
H -1.2192 0.1162 -5.2639
H -1.9216 -0.0644 -3.7332
H -2.0466 3.2368 -3.0995
H -0.6647 2.8125 -2.1625
H -2.1020 1.6639 -2.3726
H 0.8595 0.6692 -4.6469
H 0.2579 0.2386 -3.1033
H 1.1048 2.1249 -1.9602
H 1.8382 2.8585 -3.4216
H 2.4910 1.4602 -2.8276
H 0.2208 3.6127 -4.4630
H -1.2988 3.6156 -5.0408
H 0.9461 1.9339 -6.2381
H 0.3870 3.3744 -6.9950
H -2.4652 3.1506 -7.3973
H -2.2631 1.8187 -8.6075
H -1.1420 3.1178 -8.6242
C 2.9255 1.2416 0.7634
C 3.4078 0.7098 2.0925
N 4.4365 1.6633 2.7593
C 4.5649 1.1472 4.1821
C 5.6690 1.6141 1.8769
C 6.4151 0.2773 1.8058
C 3.9641 3.1229 2.8031
C 4.4412 3.9966 3.9236
O 5.8589 3.8617 4.0169
C 6.4449 4.6670 4.9872
H 2.4851 2.2340 0.8538
H 2.2205 0.5201 0.3320
H 3.6291 1.2653 -0.0726
H 3.9149 -0.2368 1.9021
H 2.6181 0.5069 2.8149
H 3.5684 1.2461 4.6122
H 5.3796 1.6490 4.6898
H 4.6959 0.0758 4.0306
H 6.3483 2.3207 2.3484
H 5.3818 1.8940 0.8704
H 5.8613 -0.5899 1.4324
H 6.6887 -0.1035 2.7929
H 7.2899 0.3427 1.1628
H 2.8761 3.1358 2.7577
H 4.2573 3.6050 1.8693
H 3.9325 3.7582 4.8639
H 4.2533 5.0540 3.7219
H 6.1396 5.7193 5.0031
H 7.5318 4.6083 4.9453
H 6.2143 4.3491 6.0161
C -3.1201 -3.3370 -2.1419
C -3.2580 -1.8170 -2.0906
N -3.8790 -1.2879 -0.7768
C -5.3775 -1.5041 -0.9310
C -3.3317 -2.1034 0.3690
C -3.8421 -1.6709 1.7203
C -3.5522 0.1864 -0.6287
C -4.3518 1.1717 -1.4190
O -4.4170 0.9338 -2.8348
C -5.1265 1.9907 -3.4897
H -2.6554 -3.7539 -3.0353
H -4.0718 -3.8737 -2.0666
H -2.5398 -3.7714 -1.3306
H -3.8471 -1.4060 -2.9023
H -2.2199 -1.4935 -1.9905
H -5.6242 -0.8979 -1.8019
H -5.9727 -1.2544 -0.0594
H -5.6208 -2.5080 -1.2769
H -2.2548 -2.2618 0.4113
H -3.7802 -3.0861 0.2281
H -3.5582 -0.6727 2.0569
H -3.4685 -2.3792 2.4645
H -4.9178 -1.7436 1.8989
H -2.5047 0.2978 -0.9139
H -3.6911 0.4781 0.4138
H -3.8581 2.1392 -1.3219
H -5.3777 1.1276 -1.0427
H -4.7808 2.1741 -4.5052
H -4.9860 2.9146 -2.9252
H -6.1918 1.7588 -3.5236
C -0.4895 -1.1593 3.2856
C -0.3888 -2.4210 4.1882
C -0.8266 -3.7543 3.5720
N 0.2981 -4.5313 2.9059
C 0.9479 -3.7096 1.8089
C 1.3319 -5.0356 3.8987
C 1.5877 -6.5189 3.6218
C 0.8249 -6.7918 2.3224
C -0.3321 -5.7933 2.3136
H -1.2782 -1.3311 2.5534
H 0.4290 -0.8607 2.7876
H -0.8334 -0.3460 3.9226
H -1.0223 -2.1707 5.0385
H 0.6121 -2.5760 4.5982
H -1.4976 -3.5604 2.7339
H -1.3056 -4.4486 4.2588
H 1.4879 -2.8473 2.2153
H 0.1944 -3.1124 1.2926
H 1.7229 -4.2069 1.2341
H 2.2517 -4.4717 3.7624
H 0.9231 -4.7641 4.8694
H 2.6215 -6.8460 3.5579
H 1.1077 -7.2175 4.3111
H 1.4649 -6.5002 1.4864
H 0.4229 -7.7974 2.2376
H -0.8080 -5.5858 1.3586
H -1.1126 -6.1888 2.9657
Cl -3.2830 3.1138 1.3910
Cl 0.3795 2.4307 3.9618
Cl 0.4716 4.4801 -0.2826
Cl -0.0523 -1.1035 -0.5401
*
```

## Properties
Orbital gap (Ha): 0.2229
E_LUMO (eV): -2.279
Energy (Ha): -3608.2804

=====

No. 2
The following is a quantum chemistry calculation of a structure of composition C35H31ErN6OS3, from OMol25.

Geometry as ORCA input:
```
! RIJCOSX wB97M-V def2-TZVPD def2/J DEFGRID3
* xyz 0 4
Er 0.0254 0.1867 -0.3810
N 1.2090 0.4414 4.1206
C 0.8345 0.6867 2.8368
S 1.8544 -0.0429 1.6349
N -0.2508 1.3826 2.6682
N -0.7183 1.5385 1.3867
C -1.8185 2.2120 1.2686
C -2.4668 2.4574 0.0128
C -3.7770 2.9585 0.0113
C -4.4544 3.2170 -1.1554
C -3.8245 2.9920 -2.3795
C -2.5368 2.5202 -2.4200
C -1.8046 2.2371 -1.2423
O -0.5692 1.8559 -1.3280
H 2.1387 0.0882 4.2692
H 0.7776 0.9880 4.8476
H -2.2889 2.6147 2.1731
H -4.2565 3.1340 0.9646
H -5.4653 3.5967 -1.1331
H -4.3515 3.2009 -3.3014
H -2.0316 2.3549 -3.3624
C 5.6801 4.4865 -1.3081
C 5.4248 3.1669 -0.5654
C 6.7548 2.5980 -0.0482
C 4.5212 3.4524 0.6365
C 4.7963 2.1615 -1.5184
C 5.4990 1.7798 -2.6729
C 5.0080 0.8618 -3.5767
C 3.7732 0.2890 -3.3215
S 2.8634 -0.8794 -4.2309
C 1.5942 -0.8067 -3.0116
N 1.8569 -0.0009 -2.0185
C 3.0541 0.6426 -2.1676
C 3.5595 1.5881 -1.2803
C 0.3680 -1.5691 -3.1284
C 0.1686 -2.3518 -4.2697
C -0.9960 -3.0694 -4.4223
C -1.9524 -3.0159 -3.4202
C -1.7401 -2.2430 -2.2880
C -0.5822 -1.4749 -2.0635
H 6.1191 5.2174 -0.6319
H 4.7448 4.8891 -1.6910
H 6.3602 4.3482 -2.1444
H 7.2059 3.2906 0.6594
H 7.4610 2.4338 -0.8578
H 6.5867 1.6492 0.4568
H 5.0116 4.1549 1.3071
H 4.3146 2.5419 1.1937
H 3.5801 3.8930 0.3166
H 6.4658 2.2145 -2.8745
H 5.5699 0.5874 -4.4557
H 2.9455 1.8306 -0.4215
H 0.9390 -2.3856 -5.0319
H -1.1564 -3.6681 -5.3088
H -2.8664 -3.5899 -3.5230
H -2.5185 -2.2446 -1.5267
S -2.7523 -4.7470 4.2298
C -2.0837 -3.5087 3.1353
C -1.3965 -3.8669 1.9855
C -0.9813 -2.8628 1.1281
N -1.2185 -1.5654 1.3417
C -1.8553 -1.2362 2.4674
C -2.2870 -2.1637 3.3976
C -4.4559 -4.4067 3.7488
C -5.2083 -3.4214 4.3655
C -6.4912 -3.1997 3.8808
N -7.0197 -3.8783 2.8805
C -6.2971 -4.8257 2.3120
C -5.0023 -5.1322 2.7039
H -1.2019 -4.9030 1.7552
H -0.4513 -3.1090 0.2144
H -2.0140 -0.1831 2.6524
H -2.7805 -1.8465 4.3022
H -4.8174 -2.8452 5.1875
H -7.1248 -2.4380 4.3169
H -6.7721 -5.3613 1.5009
H -4.4310 -5.9013 2.2109
*
```

## Properties
Orbital gap (alpha / beta) (Ha): 0.2794 / 0.2794
E_LUMO (alpha / beta) (eV): -0.053 / -0.052
Energy relative to the best compared isomer or geometry (same formula, charge and spin) (kJ/mol): 0.0
Energy (Ha): -3965.8732

=====

What F_max values result from the calculations? In sequence: 3.5 2.5 eV Å⁻¹.